The following is a DFT calculation (ωB97M-V with the def2-TZVPD basis set) of a molecular structure, C14H28F5NO9P2S.

Cartesian coordinates (Å):
1 H -2.273 3.084 1.187
2 O -0.171 0.095 0.913
3 O -1.897 -0.004 -1.342
4 C -0.726 -2.526 0.198
5 O 1.828 -1.590 0.897
6 F 2.591 -0.016 -3.630
7 H -0.708 -5.176 -0.035
8 C -2.808 -3.415 -0.383
9 H 4.637 0.526 -2.001
10 H -4.447 1.077 0.373
11 C 4.779 0.317 -0.941
12 H 5.836 0.103 -0.776
13 S -1.048 -0.823 -2.148
14 H 5.475 0.835 2.894
15 C -3.800 1.562 1.113
16 H 3.266 1.702 -0.338
17 C -0.859 -2.430 -1.347
18 P 0.294 -1.392 1.205
19 F 1.351 -0.029 -1.353
20 H -3.167 0.779 1.536
21 H 6.881 2.264 0.575
22 H 6.022 0.043 1.429
23 H -4.947 3.985 1.564
24 N -2.086 -3.170 -1.616
25 H -0.058 -3.000 -1.815
26 H 6.270 3.043 2.031
27 H -2.109 -3.055 1.700
28 H 7.585 1.857 2.137
29 H -7.072 1.800 1.200
30 H 4.218 -0.581 -0.679
31 C 6.652 2.103 1.629
32 C -2.187 -2.592 0.727
33 O 4.361 1.271 1.287
34 P 0.139 -4.150 0.433
35 H -3.507 3.390 -0.032
36 C 5.639 0.989 1.828
37 H 2.014 -1.859 -0.012
38 H -2.776 -2.685 -2.185
39 H -2.503 -1.560 0.752
40 H -6.102 2.476 -0.105
41 H -5.966 3.335 2.834
42 C -5.482 3.085 1.890
43 H 0.298 -4.332 1.816
44 H 0.080 0.580 1.710
45 C 1.407 -0.619 -3.633
46 F 0.820 -0.343 -4.793
47 O -1.557 -1.077 -3.461
48 F 0.322 1.238 -2.762
49 O 1.438 -4.179 -0.278
50 O -4.567 2.051 2.197
51 C -6.538 2.693 0.871
52 C 0.591 -0.025 -2.448
53 C 4.313 1.500 -0.107
54 H -2.301 2.137 -0.313
55 C -2.920 2.605 0.450
56 O 0.056 -1.723 2.613
57 F 1.562 -1.931 -3.482
58 O -3.752 -4.155 -0.352
59 H 4.867 2.409 -0.364
60 H -7.255 3.503 0.742

Results
LUMO energy = 0.01428 Ha
gap between HOMO and LUMO = 10.06 eV